Record 1
Here is 2 unconnected molecules or ions with the total composition H3INOP from OMol25. Energies are from ωB97M-V/def2-TZVPD.

Last column: Mulliken charge in e.
Cartesian coordinates (Å):
I 1.1049 -0.8033 -2.2804  -0.10
P 0.8077 -0.3617 0.0672  0.26
O -0.2342 -1.4562 0.6567  -0.43
N -0.2345 0.9527 -0.1435  -0.62
H -0.5804 0.9993 1.3211  0.28
H -1.0858 -1.1324 0.7971  0.33
H 0.2224 1.8017 -0.4182  0.27

Computed properties:
energy above the lowest of the compared OMol25 structures with the same formula, charge and spin: 232.3 kJ/mol
E_HOMO: -8.654 eV
orbital gap: 8.3 eV
E: -20974.664 eV
charge: 0


Record 2
Here is a single H3ISi molecule from OMol25. Energies are from ωB97M-V/def2-TZVPD.

Last column: Mulliken charge in e.
Cartesian coordinates (Å):
I 0.6479 -1.9752 1.2234  -0.22
Si -0.1643 0.2986 -0.2472  0.39
H -1.4840 0.8988 -0.1681  -0.06
H 0.7811 0.9520 0.6268  -0.04
H 0.2193 -0.1743 -1.4350  -0.06

Computed properties:
SMILES: [SiH3]I
energy above the lowest of the compared OMol25 structures with the same formula, charge and spin: 109.4 kJ/mol
E_HOMO: -9.173 eV
orbital gap: 8.5 eV
E: -16026.098 eV
charge: 0


Record 3
Here is 2 unconnected molecules or ions with the total composition H3N2O2P from OMol25. Energies are from ωB97M-V/def2-TZVPD.

Last column: Mulliken charge in e.
Cartesian coordinates (Å):
P 0.8345 0.1587 1.2098  0.23
O -1.0604 1.6473 -0.1641  -0.51
O -1.6678 0.1045 1.2237  -0.45
N -0.8591 0.7762 0.6598  0.69
N 0.3504 -1.5202 -0.9244  -0.54
H 1.7554 1.0483 0.5850  0.09
H -0.3639 -0.8375 -0.9943  0.27
H 1.0108 -1.3773 -1.5954  0.22

Computed properties:
energy above the lowest of the compared OMol25 structures with the same formula, charge and spin: 681.0 kJ/mol
E_HOMO (alpha / beta): -10.079 / -10.061 eV
orbital gap (alpha / beta): 7.6 / 7.6 eV
E: -16405.817 eV
charge: 0


Record 4
Here is a gas-phase ion, H3N2O3S (charge -1) from OMol25. Energies are from ωB97M-V/def2-TZVPD.

Last column: Mulliken charge in e.
Cartesian coordinates (Å):
S 0.7538 -0.3215 -0.7805  1.09
O 0.5589 -1.5544 0.0010  -0.69
O 0.4567 -0.3894 -2.1713  -0.63
O 1.9595 0.3525 -0.4054  -0.62
N -0.8995 0.3810 1.2216  -0.60
N -0.7528 0.6821 -0.2021  -0.35
H -1.5109 0.3042 -0.6426  0.24
H -0.2824 0.9740 1.6848  0.25
H -0.2832 -0.4285 1.2944  0.31

Computed properties:
SMILES: NNS(=O)(=O)[O-]
energy above the lowest of the compared OMol25 structures with the same formula, charge and spin: 58.9 kJ/mol
E_HOMO: -5.114 eV
orbital gap: 9.5 eV
E: -20007.210 eV
charge: -1


Record 5
Here is 2 unconnected molecules or ions with the total composition H3N3 from OMol25. Energies are from ωB97M-V/def2-TZVPD.

Last column: Mulliken charge in e.
Cartesian coordinates (Å):
N 0.0062 0.4239 0.5104  -0.17
N 0.7581 0.0604 -0.6157  -0.17
N 0.0596 -0.8920 0.2871  -0.21
H 1.6670 0.2288 -0.2603  0.26
H -1.6711 1.4436 0.1072  0.02
H -0.8197 -1.2647 -0.0288  0.26

Computed properties:
energy above the lowest of the compared OMol25 structures with the same formula, charge and spin: 801.8 kJ/mol
E_HOMO (alpha / beta): -9.408 / -9.646 eV
orbital gap (alpha / beta): 9.4 / 9.6 eV
E: -4511.601 eV
charge: 0


Record 6
Here is 2 unconnected molecules or ions with the total composition H3N3O from OMol25. Energies are from ωB97M-V/def2-TZVPD.

Last column: Mulliken charge in e.
Cartesian coordinates (Å):
O 1.3507 -0.7905 -0.1158  -0.37
N 0.8577 0.4974 -0.4605  -0.41
N -2.4818 0.1936 0.1338  -0.06
N -2.2485 -0.6826 -0.4899  0.05
H 1.4249 1.1699 0.0812  0.26
H -0.0717 0.5459 0.0181  0.21
H 1.1687 -0.9337 0.8330  0.31

Computed properties:
SMILES: N#N.NO
energy above the lowest of the compared OMol25 structures with the same formula, charge and spin: 7.2 kJ/mol
E_HOMO: -10.299 eV
orbital gap: 11.2 eV
E: -6565.315 eV
charge: 0


Which max |F| belongs to each record? In order, 5.7, 4.5, 5.4, 5.1, 2.9, 1.8 eV/Å.